No. 1
A molecular structure, C18H24FeN3O5SbSe4 at a distorted geometry, computed with ωB97M-V with the def2-TZVPD basis set.

Results
Highest occupied orbital energy (alpha / beta) = -1.5 / -1.5 eV
Charge = -2
LUMO energy (alpha / beta) = 4.00 / 4.00 eV
⟨S²⟩ = 6.081
Spin multiplicity = 5
Gap between HOMO and LUMO (alpha / beta) = 5.50 / 5.48 eV

Structure (XYZ):
```
56
Properties=species:S:1:pos:R:3:lowdin_charge:R:1
Fe 0.072 -0.525 0.270 -0.3722
Se -4.207 -1.285 0.728 -0.1958
Sb -2.035 -0.456 1.452 0.0045
Se -1.103 1.307 -0.397 0.1049
Se 0.112 -2.542 1.260 0.0521
Se -2.314 0.454 3.676 -0.2245
C -3.075 -3.891 -3.389 -0.1803
C -3.287 -3.156 -2.083 -0.2475
N -2.198 -2.228 -1.876 0.0631
C -0.913 -2.394 -2.303 -0.3895
N -0.013 -1.583 -1.903 0.0223
C 1.356 -1.709 -2.395 -0.2223
C 1.501 -2.593 -3.630 -0.1660
C 0.688 -3.846 -3.390 -0.1845
N -0.695 -3.450 -3.205 -0.0585
C -1.687 -4.495 -3.357 -0.1913
H -3.142 -3.191 -4.227 0.1148
H -3.826 -4.676 -3.520 0.1058
H -3.347 -3.880 -1.260 0.1063
H -4.214 -2.590 -2.066 0.0808
H -2.387 -1.421 -1.298 0.0025
H 1.973 -2.113 -1.591 0.0961
H 1.729 -0.710 -2.607 0.1067
H 2.553 -2.828 -3.807 0.1066
H 1.103 -2.084 -4.513 0.1118
H 1.073 -4.373 -2.505 0.1289
H 0.729 -4.534 -4.237 0.1080
H -1.633 -5.223 -2.532 0.1264
H -1.464 -5.031 -4.281 0.1080
C 0.543 2.966 2.632 -0.0399
C 1.371 1.718 2.465 -0.4985
C 2.874 1.863 2.399 -0.0124
O 0.832 0.655 2.334 -0.0866
H 1.117 3.800 3.049 0.0664
H -0.333 2.731 3.234 0.0337
H 0.180 3.231 1.633 0.0557
H 3.240 2.495 3.214 0.0725
H 3.116 2.358 1.451 0.0909
H 3.349 0.886 2.418 0.0783
O 2.978 1.525 -1.385 -0.0062
C 3.003 0.501 -0.686 -0.6511
O 2.086 -0.050 -0.019 -0.1673
C 4.335 -0.246 -0.570 -0.1184
C 5.435 0.164 -1.310 -0.0273
C 6.666 -0.505 -1.230 -0.0058
C 6.724 -1.580 -0.382 -0.2363
O 7.809 -2.393 -0.118 0.0042
C 7.335 -3.380 0.804 -0.1567
O 5.982 -3.085 1.120 0.0206
C 5.637 -1.988 0.351 -0.2009
C 4.422 -1.356 0.284 0.0778
H 5.308 1.027 -1.950 0.1071
H 7.530 -0.198 -1.808 0.1057
H 7.938 -3.348 1.710 0.1246
H 7.399 -4.367 0.345 0.1250
H 3.548 -1.679 0.841 0.1275
```



No. 2
A molecular structure, C18H24I2N2O3RuS2Ti at a distorted geometry, computed with ωB97M-V with the def2-TZVPD basis set.

Results
Highest occupied orbital energy (alpha / beta) = -19.9 / -20.5 eV
Charge = +4
LUMO energy (alpha / beta) = -13.33 / -15.92 eV
⟨S²⟩ = 12.058
Spin multiplicity = 7
Gap between HOMO and LUMO (alpha / beta) = 6.58 / 4.54 eV

Structure (XYZ):
```
53
Properties=species:S:1:pos:R:3:lowdin_charge:R:1
I -2.292 0.692 3.137 0.8126
I -4.762 2.136 -0.977 0.6644
Ti -2.416 1.210 -1.208 -0.3282
Ru -0.507 0.387 0.501 0.5963
S -2.554 -0.558 0.231 0.4106
S -1.189 2.598 0.201 0.5231
C 0.430 -1.021 -0.137 -0.2797
C -2.981 -2.586 -0.281 -0.6158
C 0.128 3.867 -0.639 -0.7235
C -4.480 -2.535 -0.507 -0.0580
C -2.178 -2.949 -1.499 -0.0496
C -2.578 -3.328 0.972 -0.0736
C -0.764 4.959 -1.207 -0.0623
C 0.919 3.103 -1.673 -0.0781
C 0.984 4.359 0.512 -0.0855
C -2.942 -0.062 -2.948 -0.0930
C -1.804 2.171 -3.136 -0.0597
O 1.010 -2.006 -0.430 0.1695
O -3.479 -0.372 -3.925 0.2199
O -1.900 2.587 -4.215 0.2257
H -4.743 -1.908 -1.368 0.0901
H -4.983 -2.120 0.375 0.1031
H -4.872 -3.550 -0.680 0.1396
H -2.346 -2.243 -2.321 0.0539
H -2.477 -3.957 -1.837 0.1478
H -1.102 -2.962 -1.285 0.0733
H -1.496 -3.264 1.135 0.0864
H -2.849 -4.392 0.894 0.1358
H -3.083 -2.909 1.849 0.0911
H -0.150 5.786 -1.588 0.1324
H -1.421 5.354 -0.423 0.1065
H -1.390 4.585 -2.023 0.0766
H 1.676 3.774 -2.112 0.1352
H 0.268 2.730 -2.476 0.0436
H 1.423 2.240 -1.215 0.0596
H 1.650 5.163 0.164 0.1264
H 1.604 3.548 0.911 0.0619
H 0.362 4.754 1.324 0.1011
N 2.808 1.349 3.215 0.2161
C 1.521 1.214 2.804 -0.0918
N 1.497 0.755 1.564 0.0207
C 2.808 0.567 1.119 -0.1801
C 3.364 0.179 -0.103 0.0933
C 4.760 0.104 -0.201 0.0487
C 5.585 0.459 0.880 0.0752
C 5.032 0.906 2.095 0.1626
C 3.650 0.944 2.180 -0.1268
H 3.095 1.677 4.130 0.2047
H 0.643 1.426 3.405 0.0894
H 2.705 -0.061 -0.935 0.1250
H 5.220 -0.237 -1.133 0.1542
H 6.666 0.390 0.766 0.1583
H 5.627 1.210 2.959 0.1713
```



Which relative energy (zero: lowest compared OMol25 entry of this formula, charge and spin) belongs to each record? In order, 251.6; 33.0 kJ/mol.
Which energy belongs to each record? In order, -12350.6087; -3370.0148 Ha.